Computed, not measured: a structure of composition C5H8N2, with the ωB97M-V functional and the def2-TZVPD basis.

ORCA input file:
```
! wB97M-V def2-TZVPD RIJCOSX def2/J DEFGRID3
* xyz 0 1
C 0.6884 0.4899 0.5857
C 1.6434 -0.5943 0.2091
C 0.5147 -1.1034 -0.6824
N 1.0282 1.7754 0.8904
N -2.7179 -0.0976 -0.6157
C -0.5283 -0.0313 0.2346
C -1.8270 0.3813 0.2447
H 0.2588 2.3782 1.1420
H 1.8750 1.9186 1.4160
H -2.4977 -0.7804 -1.3414
H -3.6856 0.1664 -0.5359
H 2.5285 -0.2492 -0.3228
H 1.9404 -1.2608 1.0177
H 0.1802 -2.1190 -0.5013
H 0.5990 -0.8738 -1.7407
*
```

Calculated values
ΔE to the lowest compared entry with this formula, charge and spin ... 81.31 kcal per mole
Gap between HOMO and LUMO ... 8.19 eV
E_HOMO ... -7.11 eV
E_LUMO ... 1.08 eV

Computed, not measured: the molecule C5H8N2, with the ωB97M-V functional and the def2-TZVPD basis.

ORCA input file:
```
! wB97M-V def2-TZVPD RIJCOSX def2/J DEFGRID3
* xyz 0 1
C 1.5666 -0.2961 -1.0532
C 0.0827 -0.1104 -1.1955
C -2.0159 -0.2922 -0.0604
N -0.7374 0.0994 -0.1577
C -0.2049 0.8227 1.0135
C 0.5271 -0.0602 1.9324
N 1.1359 -0.7283 2.6535
H 1.8315 -1.3483 -0.8523
H 2.0182 0.2905 -0.2427
H 2.0853 -0.0065 -1.9755
H -0.4169 -0.4962 -2.0818
H -2.6791 0.2462 0.6015
H -2.3892 -0.9593 -0.8250
H 0.4626 1.6153 0.6637
H -1.0456 1.2820 1.5396
*
```

Calculated values
ΔE to the lowest compared entry with this formula, charge and spin ... 72.29 kcal per mole
Gap between HOMO and LUMO (alpha / beta) ... 7.61 / 7.61 eV
E_HOMO (alpha / beta) ... -6.96 / -6.96 eV
E_LUMO (alpha / beta) ... 0.65 / 0.65 eV

Computed, not measured: the molecule C5H8N2, with the ωB97M-V functional and the def2-TZVPD basis.

ORCA input file:
```
! wB97M-V def2-TZVPD RIJCOSX def2/J DEFGRID3
* xyz 0 1
C 0.8059 0.1138 1.2966
C 0.7588 -1.3395 -0.7346
C -0.5572 -1.6147 -0.0895
N 0.0406 -0.2626 0.0970
C -0.7588 0.8144 -0.5199
C 0.0468 2.0198 -0.7766
N 0.6422 2.9908 -0.9742
H 1.2156 -0.8108 1.7038
H 0.2244 0.6688 2.0455
H 1.6499 0.7066 0.9302
H 0.6137 -1.0367 -1.7796
H -1.5177 -1.5678 -0.6211
H -0.6356 -2.2128 0.8237
H -1.1336 0.4379 -1.4763
H -1.6286 1.1030 0.0906
*
```

Calculated values
ΔE to the lowest compared entry with this formula, charge and spin ... 99.67 kcal per mole
Gap between HOMO and LUMO ... 8.22 eV
E_HOMO ... -7.65 eV
E_LUMO ... 0.56 eV

Computed, not measured: a structure of composition C5H8N2, with the ωB97M-V functional and the def2-TZVPD basis.

ORCA input file:
```
! wB97M-V def2-TZVPD RIJCOSX def2/J DEFGRID3
* xyz 0 1
C 1.3151 0.0742 -0.8835
N -0.0556 0.4667 -0.7606
C -0.1100 1.5749 0.0427
C -0.1059 0.9764 1.3344
C -0.8801 -0.2837 1.1864
C -0.7975 -0.5776 -0.1193
N -1.1778 -1.6656 -0.8788
H 1.4808 -0.7676 -1.5633
H 1.9912 0.9093 -1.0674
H 1.1063 0.4368 0.9772
H 0.5143 2.4150 -0.2460
H -0.0957 1.5375 2.2658
H -1.2816 -0.8864 1.9887
H -0.8532 -1.6435 -1.8348
H -1.0503 -2.5665 -0.4414
*
```

Calculated values
ΔE to the lowest compared entry with this formula, charge and spin ... 113.51 kcal per mole
Gap between HOMO and LUMO (alpha / beta) ... 8.07 / 8.07 eV
E_HOMO (alpha / beta) ... -7.50 / -7.50 eV
E_LUMO (alpha / beta) ... 0.57 / 0.57 eV

Computed, not measured: a structure of composition C5H8N2, with the ωB97M-V functional and the def2-TZVPD basis.

ORCA input file:
```
! wB97M-V def2-TZVPD RIJCOSX def2/J DEFGRID3
* xyz 0 1
C 1.0088 0.8396 -0.2859
C 1.6279 -1.1490 0.2313
C 1.7387 1.9273 0.0784
N 0.8324 -0.2652 0.6284
H 0.1047 0.9540 -0.8732
H 1.7182 -2.1159 0.7182
H 2.0868 -0.4023 -0.7966
H 2.4094 1.8790 0.9252
H 1.7548 2.8192 -0.5258
C -2.4452 -0.3577 0.8472
N -1.7980 -0.9938 -1.4905
C -2.1308 -0.7856 -0.3373
H -1.7613 -1.9466 -1.8318
H -3.4740 -0.2198 1.1353
H -1.6724 -0.1833 1.5769
*
```

Calculated values
ΔE to the lowest compared entry with this formula, charge and spin ... 122.63 kcal per mole
Gap between HOMO and LUMO ... 9.77 eV
E_HOMO ... -8.94 eV
E_LUMO ... 0.82 eV

Computed, not measured: the molecule C5H8N2, with the ωB97M-V functional and the def2-TZVPD basis.

ORCA input file:
```
! wB97M-V def2-TZVPD RIJCOSX def2/J DEFGRID3
* xyz 0 1
C 0.9575 0.6245 1.6481
C -0.2268 0.6662 0.7100
C -0.0415 0.7415 -0.7904
C 1.2168 0.5754 -1.4969
N 2.1453 0.2289 -2.0942
N -0.3929 -0.4627 -0.1342
C -1.2508 -1.4744 -0.6795
H 1.7556 0.0310 1.1925
H 1.3376 1.6299 1.8573
H 0.6800 0.1576 2.5987
H -1.0844 1.2519 1.0646
H -0.7958 1.3289 -1.3271
H -2.1136 -1.0834 -1.2323
H -1.5764 -2.1978 0.0689
H -0.6105 -2.0173 -1.3854
*
```

Calculated values
ΔE to the lowest compared entry with this formula, charge and spin ... 52.12 kcal per mole
Gap between HOMO and LUMO ... 10.13 eV
E_HOMO ... -9.26 eV
Structure (SMILES) ... C[C@H]1[C@@H](C#N)N1C
E_LUMO ... 0.88 eV

Computed, not measured: the molecule C5H8N2, with the ωB97M-V functional and the def2-TZVPD basis.

ORCA input file:
```
! wB97M-V def2-TZVPD RIJCOSX def2/J DEFGRID3
* xyz 0 1
C -1.2928 1.3798 0.3888
C -0.7097 -0.0316 0.4272
C 0.7387 -2.6334 -0.1018
N 1.1940 -1.4498 -0.4294
C 0.7686 -0.0903 0.0097
C 1.0832 0.8516 -1.0793
N 1.3689 1.5786 -1.9309
H -1.3075 1.7686 -0.6341
H -2.3223 1.3701 0.7582
H -0.7187 2.0805 1.0049
H -0.7927 -0.4459 1.4376
H -1.2800 -0.6889 -0.2374
H -0.1080 -2.4715 0.5978
H 1.9822 -1.4240 -1.0715
H 1.3961 0.2063 0.8603
*
```

Calculated values
ΔE to the lowest compared entry with this formula, charge and spin ... 64.86 kcal per mole
Gap between HOMO and LUMO ... 9.37 eV
E_HOMO ... -8.75 eV
E_LUMO ... 0.62 eV

Computed, not measured: the molecule C5H8N2, with the ωB97M-V functional and the def2-TZVPD basis.

ORCA input file:
```
! wB97M-V def2-TZVPD RIJCOSX def2/J DEFGRID3
* xyz 0 1
C 0.9332 -0.4459 -2.2646
C 0.6163 -0.1440 -0.8390
C 1.3142 -0.5243 0.3320
C 0.5309 -0.0694 1.3637
N -0.5630 0.4844 0.7977
C -1.8318 0.7220 1.4463
N -0.5157 0.4732 -0.5391
H 0.8466 -1.5247 -2.4361
H 1.9464 -0.1391 -2.5374
H 0.2147 0.0645 -2.9119
H 2.2056 -1.1277 0.4121
H 0.6674 -0.0755 2.4384
H -1.9930 -0.0246 2.2361
H -2.6305 0.5869 0.7102
H -1.7414 1.7442 1.7917
*
```

Calculated values
ΔE to the lowest compared entry with this formula, charge and spin ... 16.05 kcal per mole
Gap between HOMO and LUMO ... 9.93 eV
E_HOMO ... -8.87 eV
Structure (SMILES) ... Cc1ccn(C)n1
E_LUMO ... 1.06 eV